# 1
Entry from OMol25: 2 unconnected molecules or ions with the total composition C2H8OS2 (ωB97M-V/def2-TZVPD).

## Properties
ΔE to the lowest compared entry with this formula, charge and spin: 122.43 kJ/mol
SMILES: CSSC.O
orbital gap: 8.737 eV
E: -952.56693 Eh
LUMO level: 0.45 eV

Geometry (Å):
C: 2.092 -0.453 -0.694
S: 0.266 -0.814 -0.539
S: 0.231 -0.292 1.528
C: -1.107 0.817 1.593
H: 2.362 0.464 -0.066
H: 2.669 -1.235 -0.133
H: 2.557 -0.333 -1.637
H: -0.629 1.718 1.170
H: -1.896 0.169 1.125
H: -1.319 0.960 2.688
H: -1.794 0.720 -3.050
H: -1.034 1.861 -2.205
O: -1.847 1.400 -2.388

# 2
Entry from OMol25: 2 unconnected molecules or ions with the total composition C2H8OS2 (ωB97M-V/def2-TZVPD).

## Properties
ΔE to the lowest compared entry with this formula, charge and spin: 185.55 kJ/mol
SMILES: CCO.SS
orbital gap: 8.711 eV
E: -952.54289 Eh
LUMO level: 0.05 eV

Geometry (Å):
S: 1.785 -2.643 0.302
S: 2.877 -1.060 -0.635
H: 0.653 -2.246 -0.320
H: 3.822 -1.392 0.263
C: -3.344 2.974 0.163
O: -1.940 2.950 0.025
C: -3.785 1.468 0.328
H: -3.870 3.746 0.968
H: -3.863 3.309 -0.741
H: -1.722 2.412 0.807
H: -3.868 1.011 -0.588
H: -2.858 0.903 0.802
H: -4.594 1.253 0.995

# 3
Entry from OMol25: 2 unconnected molecules or ions with the total composition C2H8OS2 (ωB97M-V/def2-TZVPD).

## Properties
ΔE to the lowest compared entry with this formula, charge and spin: 54.05 kJ/mol
SMILES: CSSC.O
orbital gap: 9.605 eV
E: -952.59298 Eh
LUMO level: 0.68 eV

Geometry (Å):
C: 1.991 -1.291 -0.834
S: 0.620 -0.557 0.020
S: 0.396 1.469 -0.367
C: -0.947 1.431 -1.632
H: 2.597 -1.905 -0.180
H: 1.586 -1.763 -1.723
H: 2.609 -0.454 -1.173
H: -0.597 1.565 -2.645
H: -1.601 0.597 -1.401
H: -1.550 2.291 -1.305
H: -2.034 -1.514 3.530
H: -2.858 -1.276 2.280
O: -2.854 -1.755 3.106